No. 1
# C2H4OS

One molecule with the formula C2H4OS (ωB97M-V/def2-TZVPD, the OMol25 dataset).

Positions of all 8 atoms, in Å:
S: 1.69731 -0.13895 -0.36819
O: -2.31023 -0.14124 -0.44117
C: 0.04525 0.57921 -0.02136
C: -1.15731 -0.32058 -0.01546
H: 2.25645 -1.20649 0.42830
H: 0.26066 1.18287 0.84466
H: 0.01220 1.30346 -0.74192
H: -0.80431 -1.25827 0.31513

Atomic forces in eV per Å
1.450 -1.201 -0.758
3.315 0.135 1.236
0.686 -0.856 2.024
-2.230 0.702 -1.502
-1.836 1.520 -0.325
-0.859 -0.113 0.950
-0.216 1.715 -2.369
-0.311 -1.901 0.745

Output
Total charge: 0
Energy relative to the best compared isomer or geometry (same formula, charge and spin) (kJ/mol): 160.1
Structure (SMILES): O=CCS
Spin multiplicity: 1

***

No. 2
# C51H60F3N8Ti

C51H60F3N8Ti as an isolated structure (ωB97M-V/def2-TZVPD, the OMol25 dataset).

Positions of all 123 atoms, in Å:
Ti: 0.12280 0.22943 -0.43461
F: 0.85444 -1.06782 8.38150
F: 2.50834 -2.38623 7.90953
F: 2.88482 -0.33292 8.47512
N: -1.32487 1.32718 0.52497
N: -2.47380 -2.32289 -3.36317
N: -2.94415 -0.01795 -3.98474
N: -4.08430 -1.02367 -2.08145
N: 0.43767 1.79071 -1.73417
N: 1.37712 -0.94675 -1.57584
N: -1.71028 -0.49681 -1.93816
N: -0.39994 -1.43655 0.67239
C: 2.89625 -1.65424 -3.14898
C: -2.81094 2.03458 2.12637
C: 5.16279 -0.87056 -3.92625
C: -1.11468 -2.69675 2.45607
C: -1.87541 0.42152 -3.08603
C: -0.22782 -3.45744 1.75154
C: 1.73122 0.49938 2.27767
C: 4.44656 -4.21561 -1.40794
C: 0.27372 3.82086 -2.80167
C: -2.18396 5.44588 2.03649
C: 2.05131 -1.12547 7.75521
C: -3.15174 4.46985 1.36481
C: 0.22177 -2.65866 0.63779
C: -1.20646 -1.42460 1.78317
C: 1.13866 0.34351 5.95397
C: 1.84913 0.12277 3.64882
C: 1.47754 0.66924 1.09285
C: -0.19112 3.01692 -1.69657
C: 2.73977 -1.34825 5.35596
C: -3.72533 -2.34340 -2.60389
C: 2.02730 0.71261 -3.25634
C: 1.95785 3.46707 -4.70733
C: -2.01177 0.93367 1.64775
C: 1.69459 -2.26464 -1.33601
C: -1.79690 -3.01337 3.74996
C: 1.08445 0.75894 4.63712
C: -1.66289 2.63271 0.27734
C: 1.17154 -3.03620 -0.30851
C: 1.66339 -4.76810 2.77532
C: -1.94528 -0.32955 2.22041
C: -1.14483 3.39835 -0.76352
C: -4.18557 -0.09903 -3.21218
C: -2.80306 2.11300 4.64767
C: -3.63910 1.99901 3.37096
C: 1.16893 3.06961 -3.49974
C: -2.61833 -1.36375 -4.45846
C: 2.64708 -2.71059 -2.32531
C: 2.67672 -0.93826 4.03584
C: 2.09150 -0.55079 -2.67987
C: -1.41133 -1.84338 -2.47920
C: 3.37741 3.92044 -4.36395
C: -1.55086 5.18428 -3.87522
C: -2.99716 -0.56357 -1.21773
C: -2.60377 3.08089 1.27526
C: -0.21822 5.19729 -3.12345
C: 1.26247 1.79233 -2.83467
C: -1.04249 -2.45304 4.95745
C: 3.25791 -4.07568 -2.36121
C: 1.96693 -0.71247 6.31877
C: 0.29508 -4.81697 2.09190
C: 3.85628 -1.57691 -4.29368
H: 2.63056 0.86748 -4.14305
H: 4.15002 -3.95722 -0.39041
H: -0.32468 5.77750 -2.20233
H: 3.35373 4.77917 -3.69077
H: 1.61279 -4.18764 3.69826
H: -1.67989 -1.32330 -5.01568
H: 4.84040 -5.23400 -1.40454
H: 2.02539 -5.76949 3.01748
H: -0.93037 0.46968 -3.63058
H: -3.61637 -3.03676 -1.76732
H: -3.22506 0.43226 -0.83466
H: 3.93506 4.20315 -5.25923
H: -1.90970 6.19603 -4.07541
H: -2.31269 4.65843 -3.29797
H: 3.92440 3.12650 -3.85367
H: -2.59176 6.45821 2.06982
H: -1.28951 -2.52970 -1.63969
H: -0.41844 -5.32874 2.74369
H: -2.81081 -2.60199 3.73760
H: -0.90684 -1.37411 4.86090
H: 3.38812 -1.05128 -5.13242
H: 2.00484 2.62874 -5.40916
H: 2.39942 -4.28387 2.13124
H: -2.26428 3.06254 4.67383
H: -2.54041 -0.48107 3.11317
H: -1.96949 5.13131 3.05912
H: 3.25414 -1.44774 3.27588
H: -4.53130 -2.69579 -3.25335
H: -4.42895 0.89573 -2.83226
H: 1.54843 -4.04955 -0.22934
H: 5.84636 -0.82810 -4.77685
H: 2.50159 -4.82352 -2.10572
H: -4.09736 4.45698 1.91369
H: 0.42833 1.56744 4.34277
H: -3.39370 4.83315 0.36098
H: 0.52304 0.83159 6.69939
H: -4.99212 -0.43337 -3.87007
H: -1.44783 4.66245 -4.82820
H: -2.05899 1.31652 4.69806
H: -0.04672 -2.89102 5.03378
H: 5.66543 -1.38734 -3.10723
H: 1.43708 4.26888 -5.23807
H: 3.37685 -2.17753 5.63330
H: -2.10654 1.41681 -2.69962
H: 0.36523 -5.42616 1.18495
H: -3.42954 2.05481 5.53978
H: -1.91784 -4.09550 3.85377
H: -0.47061 -1.79273 -3.02744
H: -1.52604 4.40921 -0.85423
H: 4.96866 0.14916 -3.59174
H: -4.37350 2.80847 3.34530
H: 5.25317 -3.53823 -1.69336
H: 3.57358 -4.30952 -3.38188
H: 0.53201 5.72298 -3.72036
H: -4.21659 1.06996 3.40475
H: 4.07439 -2.58471 -4.65746
H: -3.41333 -1.70508 -5.12671
H: -2.87960 -1.24316 -0.37121
H: -1.23504 5.47421 1.49938
H: -1.57407 -2.65026 5.89102

Atomic forces in eV per Å
-0.238 -0.088 -0.490
0.080 0.017 -0.040
-0.016 0.076 -0.010
-0.048 -0.043 -0.020
-0.057 0.100 0.100
-0.013 0.008 0.018
-0.011 -0.004 0.030
0.043 0.002 -0.026
-0.057 0.132 -0.080
0.066 -0.042 0.050
0.231 0.004 -0.084
-0.003 -0.079 0.077
0.008 0.112 -0.101
0.008 -0.074 0.071
0.033 0.025 0.030
-0.016 0.084 0.096
0.000 0.039 0.070
0.059 -0.047 -0.021
0.110 0.003 0.126
0.019 0.022 0.020
-0.109 0.091 0.074
0.047 0.000 0.020
-0.035 -0.007 -0.072
-0.086 0.003 -0.051
-0.015 0.102 -0.034
0.061 0.021 -0.043
-0.015 0.048 -0.030
0.013 0.064 -0.147
0.075 -0.076 0.414
0.093 -0.141 -0.059
-0.027 -0.013 -0.037
-0.027 -0.022 -0.004
0.049 -0.002 -0.062
-0.053 -0.015 -0.085
0.069 0.065 -0.092
-0.002 0.171 -0.070
-0.073 -0.044 -0.041
-0.011 0.010 0.054
0.032 -0.079 0.005
-0.033 -0.127 0.051
0.051 0.039 0.022
-0.059 -0.085 0.014
-0.049 0.085 0.006
-0.039 0.026 0.004
0.060 0.050 0.026
-0.101 -0.007 -0.002
0.072 -0.082 -0.075
0.008 -0.014 -0.048
-0.002 -0.105 0.092
0.040 -0.056 0.030
-0.053 -0.066 0.068
-0.044 0.041 0.090
0.043 0.023 0.047
-0.024 -0.026 -0.018
0.037 0.005 0.090
0.024 0.073 -0.042
0.068 0.055 0.012
-0.045 0.047 0.115
0.009 0.038 0.032
-0.025 -0.046 -0.053
0.017 -0.028 0.133
-0.072 -0.061 -0.029
-0.058 -0.040 -0.080
0.014 0.007 -0.001
-0.001 -0.008 0.015
-0.011 -0.017 0.010
-0.016 0.006 -0.001
-0.016 0.000 0.007
-0.003 -0.002 -0.007
0.002 -0.015 -0.006
-0.002 -0.018 0.003
-0.035 -0.005 -0.014
-0.008 0.002 0.005
-0.045 -0.025 -0.020
0.005 -0.008 -0.018
0.003 0.016 0.001
-0.006 -0.002 0.016
-0.005 -0.020 -0.001
-0.020 0.013 -0.010
-0.002 -0.006 -0.013
0.011 0.014 0.009
0.000 0.002 -0.007
-0.015 -0.026 -0.011
0.003 0.005 0.015
0.003 0.000 0.013
-0.006 0.004 -0.015
-0.005 0.000 -0.022
-0.002 -0.005 0.008
-0.002 -0.013 0.006
0.008 0.006 0.000
0.017 -0.007 -0.008
-0.003 -0.005 0.000
-0.004 -0.003 -0.002
0.004 -0.005 -0.013
-0.009 0.021 0.012
0.015 -0.003 0.016
0.002 0.013 -0.007
0.014 0.004 0.009
0.012 0.000 0.013
0.007 0.004 -0.011
0.009 -0.007 -0.006
-0.012 -0.025 -0.004
0.035 -0.021 -0.011
-0.005 -0.024 -0.004
0.004 0.009 0.023
0.007 -0.004 0.017
-0.001 -0.016 -0.032
0.009 0.010 0.000
-0.016 -0.011 0.016
0.054 0.004 0.007
-0.018 -0.012 -0.033
-0.001 -0.003 0.006
-0.011 0.010 0.005
0.011 0.007 0.006
-0.006 0.010 -0.008
0.033 0.013 0.020
-0.009 -0.009 -0.010
0.011 -0.007 -0.014
0.018 0.002 0.027
0.000 -0.002 -0.002
-0.027 0.005 -0.019
0.008 0.000 -0.001
-0.009 -0.010 0.008

Output
Total charge: -1
Energy relative to the best compared isomer or geometry (same formula, charge and spin) (kJ/mol): 3.2
Spin multiplicity: 3

***

| no. | energy (eV) |
| --- | --- |
| 1 | -15019.806 |
| 2 | -97054.884 |